DFT (wB97M-V/def2-TZVPD) results for a cluster of 6 separate species, C40H39FNO24S2 in total.

Its largest force on an atom is 2.31 eV/A. As for the HOMO-LUMO gap: 7.402 eV. Its molar mass is 1000.87 g/mol. The LUMO energy is -3.76 eV.

The geometry in ORCA input format:
```
! wB97M-V def2-TZVPD RIJCOSX def2/J DEFGRID3
* xyz 1 1
C 2.92 -1.52 -3.70
C 1.97 -0.38 -3.40
C 1.45 -0.47 -1.94
O 0.02 -0.35 -1.93
C -0.55 -0.21 -0.72
O -0.84 -1.15 0.00
C -0.94 1.19 -0.28
S 0.38 2.42 -0.37
N 0.72 2.71 1.36
C 2.19 2.75 1.75
C 3.12 1.92 0.90
C 3.73 2.68 -0.26
F 4.24 3.87 0.20
O 0.89 -0.49 -4.31
C 0.49 0.69 -4.86
O 1.27 1.48 -5.37
C -1.00 0.92 -4.78
S -1.62 2.18 -5.91
H 2.33 -2.37 -4.01
H 3.55 -1.75 -2.86
H 3.55 -1.22 -4.53
H 2.49 0.55 -3.53
H 1.77 -1.39 -1.49
H 1.91 0.34 -1.40
H -1.76 1.53 -0.89
H -1.32 1.13 0.73
H 0.31 3.62 1.59
H 0.25 2.02 1.94
H 2.24 2.38 2.76
H 2.53 3.77 1.80
H 2.68 0.99 0.57
H 3.95 1.65 1.54
H 4.50 2.07 -0.71
H 3.00 2.91 -1.03
H -1.50 0.01 -5.05
H -1.28 1.14 -3.76
H -0.62 3.06 -5.86
C -6.30 4.11 -1.32
C -5.65 3.11 -0.71
C -4.23 3.26 -0.24
O -3.69 2.30 0.30
C -3.56 4.52 -0.46
C -4.21 5.53 -1.07
C -5.64 5.39 -1.52
O -6.15 6.35 -2.04
O -3.66 6.70 -1.30
O -6.20 1.93 -0.49
H -7.32 4.01 -1.66
H -2.53 4.62 -0.14
H -4.35 7.24 -1.74
H -5.56 1.39 0.00
C -7.43 -0.04 2.82
C -6.39 0.76 3.04
C -6.17 1.45 4.36
O -5.17 2.14 4.46
C -7.15 1.26 5.41
C -8.21 0.46 5.19
C -8.41 -0.25 3.88
O -9.38 -0.96 3.77
O -9.14 0.24 6.10
O -5.44 1.01 2.13
H -7.60 -0.54 1.87
H -6.99 1.77 6.34
H -9.78 -0.37 5.69
H -4.82 1.62 2.58
C 5.55 2.44 -4.38
C 6.29 3.09 -5.30
C 7.79 3.08 -5.26
O 8.38 3.67 -6.14
C 8.45 2.37 -4.18
C 7.72 1.74 -3.26
C 6.21 1.72 -3.31
O 5.63 1.10 -2.43
O 8.25 1.07 -2.24
O 5.76 3.76 -6.29
H 4.47 2.44 -4.40
H 9.53 2.38 -4.15
H 7.51 0.70 -1.74
H 6.50 4.12 -6.81
C 1.00 -3.36 4.05
C 0.80 -2.73 2.88
C 1.79 -1.72 2.36
O 1.57 -1.19 1.28
C 2.95 -1.40 3.16
C 3.14 -2.03 4.33
C 2.18 -3.06 4.85
O 2.43 -3.59 5.91
O 4.18 -1.80 5.11
O -0.27 -2.98 2.13
H 0.31 -4.09 4.43
H 3.65 -0.67 2.78
H 4.08 -2.39 5.89
H -0.26 -2.44 1.32
C -0.41 -9.05 2.04
C 0.32 -8.24 2.81
C 0.66 -6.84 2.39
O 1.32 -6.16 3.16
C 0.20 -6.37 1.10
C -0.53 -7.18 0.32
C -0.90 -8.58 0.75
O -1.58 -9.24 -0.01
O -0.99 -6.83 -0.86
O 0.80 -8.61 3.99
H -0.67 -10.06 2.33
H 0.46 -5.36 0.80
H -1.49 -7.59 -1.20
H 1.29 -7.84 4.34
*
```